[1]
DFT (ωB97M-V/def2-TZVPD) results for an isolated molecule of C5H10O2.

The geometry in XYZ format:
```
17
Properties=species:S:1:pos:R:3:mulliken_charge:R:1
C 2.475 -0.751 -0.174 -1.25
C 1.049 -0.903 0.313 -0.17
O 0.394 0.349 0.182 -0.36
C -1.011 0.248 0.252 0.45
C -1.568 1.627 0.570 -1.40
C -1.532 -0.220 -1.099 -0.07
O -2.368 -1.075 -1.256 -0.48
H 2.973 0.065 0.360 0.30
H 3.039 -1.674 -0.005 0.39
H 2.492 -0.522 -1.243 0.30
H 0.522 -1.673 -0.272 0.33
H 1.023 -1.219 1.368 0.28
H -1.323 -0.485 1.011 0.28
H -2.660 1.596 0.642 0.40
H -1.155 1.980 1.518 0.34
H -1.284 2.343 -0.209 0.33
H -1.065 0.312 -1.958 0.34
```

Computed properties:
HOMO level	-9.622	eV
HOMO-LUMO gap	10.656	eV
LUMO energy	0.0380	hartree

=====

[2]
DFT (ωB97M-V/def2-TZVPD) results for an isolated molecule of C5H10O2.

The geometry in XYZ format:
```
17
Properties=species:S:1:pos:R:3:mulliken_charge:R:1
C -2.218 -0.632 -0.177 -1.53
C -0.839 -0.026 -0.391 0.54
O -1.045 1.331 -0.710 -0.59
C 0.064 -0.199 0.846 -0.79
C 1.557 -0.349 0.544 -0.67
C 2.234 0.766 -0.207 0.11
O 1.709 1.779 -0.623 -0.55
H -2.156 -1.715 -0.027 0.40
H -2.702 -0.181 0.697 0.35
H -2.842 -0.432 -1.052 0.36
H -0.360 -0.555 -1.238 0.22
H -0.166 1.744 -0.760 0.42
H -0.114 0.654 1.512 0.33
H -0.244 -1.099 1.391 0.33
H 1.749 -1.268 -0.033 0.35
H 2.139 -0.477 1.470 0.37
H 3.320 0.612 -0.373 0.35
```

Computed properties:
HOMO level	-9.846	eV
HOMO-LUMO gap	10.715	eV
LUMO energy	0.0319	hartree

=====

[3]
DFT (ωB97M-V/def2-TZVPD) results for an isolated molecule of C5H10O2.

The geometry in XYZ format:
```
17
Properties=species:S:1:pos:R:3:mulliken_charge:R:1
O 0.287 -0.232 2.408 -0.51
C -0.346 0.695 1.549 -0.62
C 0.226 0.527 0.139 0.35
C 0.809 -0.850 -0.229 -0.66
C 0.464 -0.972 -1.716 -0.42
O -0.683 -0.165 -1.957 -0.41
C -0.879 0.754 -0.899 -0.68
H -0.317 -0.527 3.094 0.29
H -1.441 0.579 1.495 0.34
H -0.194 1.726 1.903 0.28
H 1.020 1.265 -0.015 0.28
H 1.892 -0.893 -0.074 0.32
H 0.375 -1.662 0.361 0.28
H 0.242 -2.009 -1.996 0.27
H 1.286 -0.624 -2.358 0.26
H -1.885 0.580 -0.489 0.34
H -0.859 1.807 -1.216 0.28
```

Computed properties:
HOMO level	-9.451	eV
HOMO-LUMO gap	10.302	eV
LUMO energy	0.0313	hartree